Record 1
2 unconnected molecules or ions with the total composition C29H23Br2NO2S at a distorted geometry. Source: OMol25; level of theory: the ωB97M-V functional and the def2-TZVPD basis.

Positions of all 58 atoms, in Å:
Br1 4.883 1.542 2.076
Br2 1.466 6.091 2.066
S1 1.986 -2.817 -0.220
O1 -5.671 2.651 2.003
O2 3.954 4.432 2.382
N1 2.249 -1.415 -2.369
C1 -6.037 3.846 2.721
C2 -2.000 2.448 2.379
C3 1.648 4.229 1.791
C4 -1.690 1.436 1.417
C5 1.892 -0.688 -3.590
C6 0.755 1.982 1.233
C7 4.757 -3.357 -0.619
C8 5.931 -3.069 -1.333
C9 3.015 3.702 2.039
C10 5.896 -2.238 -2.458
C11 -2.438 -1.784 -1.306
C12 3.558 -2.764 -1.028
C13 -3.291 2.865 2.641
C14 -3.460 -2.556 -0.758
C15 1.309 -1.722 -1.410
C16 -4.103 1.125 1.120
C17 -4.369 2.245 1.953
C18 4.681 -1.725 -2.938
C19 -0.349 1.125 1.011
C20 -0.958 -3.687 -1.305
C21 3.521 -1.970 -2.178
C22 -2.816 0.697 0.925
C23 -0.028 -1.316 -1.428
C24 2.090 1.467 1.401
C25 0.625 3.411 1.405
C26 -3.266 -3.932 -0.582
C27 -2.016 -4.496 -0.889
C28 3.140 2.236 1.820
C29 -1.105 -2.271 -1.347
H1 -4.087 -4.566 -0.240
H2 -4.953 0.658 0.620
H3 2.538 -1.038 -4.401
H4 2.259 0.396 1.309
H5 -2.631 -0.757 -1.633
H6 -4.408 -2.093 -0.476
H7 -5.930 3.699 3.804
H8 -0.347 3.886 1.260
H9 0.004 -4.131 -1.588
H10 4.624 -1.149 -3.860
H11 4.742 -4.016 0.241
H12 0.852 -0.902 -3.867
H13 -0.275 -0.305 -1.736
H14 -2.636 -0.207 0.358
H15 6.885 -3.489 -1.001
H16 -3.487 3.686 3.344
H17 -7.085 3.991 2.458
H18 -5.445 4.717 2.406
H19 6.824 -1.981 -2.969
H20 -1.863 -5.573 -0.792
H21 -0.157 0.109 0.656
H22 -1.189 2.943 2.933
H23 2.004 0.400 -3.454

Output
LUMO level   -0.0493 Eh
HOMO-LUMO gap   5.5 eV
E_HOMO   -6.858 eV
E   -186948.8144 eV
Spin multiplicity   1
SMILES   COc1ccc(C=C2C=C(Br)C(=O)C(Br)=C2)cc1.CN1/C(=C/c2ccccc2)Sc2ccccc21


Record 2
A molecular structure, C40H39AsF5IN5O7RbS3 at a distorted geometry. Source: OMol25; level of theory: the ωB97M-V functional and the def2-TZVPD basis.

Positions of all 102 atoms, in Å:
I1 -6.008 3.337 0.045
Rb1 -1.084 0.393 0.836
As1 -2.463 1.943 3.221
S1 -2.971 -5.572 5.261
S2 -0.151 -0.064 4.415
S3 0.375 1.608 -4.289
F1 1.643 6.903 -6.685
F2 3.564 5.480 -5.365
F3 -1.478 3.516 -5.787
F4 3.007 3.121 -4.268
F5 -0.878 5.875 -6.864
O1 1.054 -0.757 4.837
O2 -3.243 0.521 2.863
O3 -1.775 2.705 1.927
O4 -2.871 0.616 -0.959
O5 -0.170 0.335 2.993
O6 -3.843 2.989 3.721
O7 -1.375 -0.723 4.854
N1 -1.743 -2.345 1.136
N2 -1.646 -3.360 5.919
N3 0.591 -1.753 -2.747
N4 -4.736 1.169 -2.081
N5 2.116 -0.658 -0.219
C1 -1.350 2.318 4.807
C2 2.312 4.981 -5.461
C3 -2.049 -3.532 3.621
C4 -0.286 1.503 5.223
C5 1.709 -1.911 -2.182
C6 -0.416 -3.734 -5.670
C7 0.549 1.869 6.262
C8 0.731 3.163 -4.969
C9 2.336 -0.758 -1.459
C10 -1.216 -4.708 -5.084
C11 2.485 1.703 0.423
C12 0.027 -2.794 -3.517
C13 4.056 2.171 2.208
C14 4.294 0.810 2.352
C15 -0.942 -3.745 -1.402
C16 -4.369 1.973 0.242
C17 0.333 3.083 6.901
C18 -1.385 -4.715 -3.705
C19 2.000 3.756 -4.901
C20 -3.930 1.217 -0.996
C21 3.149 2.601 1.259
C22 2.556 -3.164 -2.171
C23 -2.949 -2.653 1.612
C24 -0.710 3.906 6.501
C25 0.078 5.178 -6.214
C26 -0.766 -3.762 -2.901
C27 -0.686 -2.615 1.907
C28 -3.156 -3.253 2.841
C29 3.854 -1.589 1.767
C30 -0.211 3.950 -5.647
C31 1.438 2.237 -0.524
C32 -0.789 -3.199 3.152
C33 -1.551 3.529 5.458
C34 3.649 -0.113 1.546
C35 0.214 -2.763 -4.901
C36 1.071 -1.688 -5.516
C37 -2.203 -4.117 4.983
C38 2.766 0.348 0.557
C39 3.199 0.123 -2.325
C40 1.349 5.707 -6.127
H1 0.925 1.454 -1.076
H2 2.115 -1.785 -5.202
H3 0.283 -2.358 1.482
H4 1.040 -1.750 -6.605
H5 1.354 1.204 6.549
H6 0.012 -3.857 -0.880
H7 3.875 0.736 -1.732
H8 -2.367 4.165 5.147
H9 1.863 2.921 -1.260
H10 -2.007 -5.468 -3.234
H11 -1.597 -4.553 -1.076
H12 0.708 2.795 0.067
H13 -4.562 2.353 3.809
H14 -1.747 -3.654 6.876
H15 3.599 -2.929 -2.396
H16 2.186 -3.901 -2.880
H17 0.980 3.388 7.716
H18 -5.528 1.781 -2.165
H19 3.772 -0.480 -3.037
H20 -0.869 4.855 7.000
H21 0.093 -3.363 3.757
H22 0.747 -0.686 -5.211
H23 -1.363 -2.797 -1.055
H24 4.976 0.453 3.117
H25 2.923 3.657 1.161
H26 3.958 -2.138 0.831
H27 -1.386 -2.394 5.689
H28 4.555 2.886 2.849
H29 2.995 -2.010 2.297
H30 2.541 0.774 -2.917
H31 -4.150 -3.492 3.191
H32 -0.282 -3.714 -6.747
H33 -3.530 2.541 0.650
H34 2.532 -3.589 -1.163
H35 -3.784 -2.428 0.956
H36 -4.342 0.749 -2.907
H37 -4.652 1.259 1.013
H38 4.744 -1.762 2.372
H39 -1.711 -5.450 -5.698

Output
LUMO level   0.1239 Eh
HOMO-LUMO gap   5.9 eV
E_HOMO   -2.502 eV
E   -179588.6530 eV
Charge   -2
Spin multiplicity   1


Record 3
A gas-phase ion, C7H10IN2 (charge +1) at a distorted geometry. Source: OMol25; level of theory: the ωB97M-V functional and the def2-TZVPD basis.

Positions of all 20 atoms, in Å:
I1 4.119 -1.923 1.130
N1 -0.602 0.573 -0.198
N2 -1.192 1.286 0.788
C1 -3.311 -0.316 0.433
C2 0.853 1.020 -0.487
C3 3.226 0.013 0.515
C4 -1.042 -0.555 -1.078
C5 -2.587 -1.132 -0.793
C6 -2.572 0.921 1.190
C7 1.782 -0.339 -0.241
H1 2.930 0.592 1.505
H2 0.960 1.460 -1.576
H3 -4.400 -0.611 0.794
H4 1.219 1.828 0.299
H5 1.959 -0.799 -1.303
H6 -3.112 1.522 2.059
H7 -0.339 -1.040 -1.912
H8 -3.052 -2.017 -1.407
H9 3.927 0.645 -0.181
H10 1.233 -1.127 0.464

Output
LUMO level   -0.1993 Eh
HOMO-LUMO gap   6.8 eV
E_HOMO   -12.181 eV
E   -18487.5338 eV
Charge   +1
Spin multiplicity   1
SMILES   ICCC[n+]1ccccn1


Record 4
A molecular structure, C15H25EuFIO2P2 at a distorted geometry. Source: OMol25; level of theory: the ωB97M-V functional and the def2-TZVPD basis.

Positions of all 47 atoms, in Å:
Eu1 0.310 -3.684 -1.226
I1 0.284 -0.324 2.224
P1 2.359 -0.925 -0.161
P2 -2.645 0.349 -0.310
F1 -2.166 4.424 5.278
O1 0.832 1.777 -1.739
O2 -0.669 2.014 0.655
C1 -0.541 1.119 3.572
C2 3.428 -0.737 -1.661
C3 -3.702 1.412 0.675
C4 0.302 2.206 3.818
C5 -1.608 3.303 4.734
C6 -2.626 -1.282 0.393
C7 -1.869 1.035 4.025
C8 3.603 -1.814 0.880
C9 -0.994 1.234 -0.253
C10 -2.421 2.178 4.606
C11 -0.212 -0.306 -2.197
C12 -3.415 0.348 -1.948
C13 -0.009 0.955 -1.364
C14 2.790 0.774 0.485
C15 -0.250 3.344 4.395
H1 -1.735 -1.253 1.046
H2 -3.478 2.174 4.897
H3 3.507 -1.673 -2.228
H4 0.713 -0.946 -2.203
H5 3.569 -2.877 0.629
H6 -3.700 2.410 0.200
H7 0.356 4.252 4.514
H8 3.050 0.049 -2.329
H9 3.883 0.879 0.436
H10 -3.536 -1.536 0.995
H11 3.411 -1.698 1.952
H12 -2.401 0.098 3.910
H13 -0.391 -0.060 -3.274
H14 -1.058 -0.936 -1.831
H15 -3.013 1.137 -2.598
H16 -3.278 1.457 1.695
H17 -3.296 -0.636 -2.419
H18 2.303 1.552 -0.113
H19 1.352 2.146 3.557
H20 -4.489 0.531 -1.794
H21 4.425 -0.449 -1.295
H22 4.600 -1.416 0.645
H23 -4.720 0.992 0.683
H24 -2.485 -2.040 -0.390
H25 2.461 0.906 1.527

Output
LUMO level (spin up / spin down)   -0.3431 / -0.3391 Eh
HOMO-LUMO gap (spin up / spin down)   2.4 / 4.0 eV
E_HOMO (spin up / spin down)   -11.732 / -13.208 eV
E   -68757.5626 eV
Charge   +2
Spin multiplicity   7


Summary of ΔE to the lowest compared entry with this formula, charge and spin in kcal per mole
2.9; 39.4; 169.1; 68.4
(order as listed above)